Computed, not measured: a 2-piece molecular cluster, C25H31NO4 overall, with ωB97M-V/def2-TZVPD.

```
61
C25H31NO4 ωB97M-V/def2-TZVPD
C -3.535 -1.807 2.526
C -3.431 -0.472 1.792
C -2.436 0.458 2.469
N -1.136 -0.184 2.664
C -0.010 0.503 2.475
C 1.278 -0.132 2.389
C 1.412 -1.479 1.938
C 2.643 -2.118 1.978
C 3.783 -1.411 2.387
C 3.687 -0.055 2.752
C 2.453 0.581 2.736
C -1.212 -1.432 3.449
C -2.165 -2.423 2.800
H -4.050 -1.644 3.480
H -4.137 -2.506 1.939
H -3.140 -0.635 0.748
H -4.397 0.043 1.782
H -2.300 1.377 1.900
H -2.838 0.737 3.456
H -0.093 1.588 2.378
H 0.542 -2.006 1.534
H 2.716 -3.168 1.675
H 4.753 -1.911 2.399
H 4.578 0.503 3.043
H 2.351 1.636 2.998
H -0.223 -1.880 3.574
H -1.599 -1.176 4.453
H -2.256 -3.279 3.476
H -1.736 -2.798 1.863
C -2.343 6.042 -0.662
C -2.355 5.096 0.500
O -0.983 5.114 1.001
C -0.630 4.148 1.855
C 0.751 4.201 2.367
C 1.845 4.817 1.582
O 3.024 4.837 1.940
O 1.523 5.373 0.401
C 2.638 6.068 -0.232
C 2.065 6.757 -1.434
C 0.963 3.986 3.768
C 2.270 3.901 4.333
C 2.475 3.705 5.695
C 1.388 3.587 6.564
C 0.095 3.690 6.050
C -0.125 3.869 4.685
O -1.439 3.277 2.189
H -3.304 6.032 -1.177
H -2.123 7.061 -0.337
H -1.570 5.743 -1.376
H -3.027 5.421 1.302
H -2.612 4.079 0.193
H 3.061 6.811 0.453
H 3.413 5.340 -0.490
H 2.853 7.259 -2.001
H 1.547 6.064 -2.099
H 1.346 7.516 -1.117
H 3.120 4.010 3.670
H 3.497 3.649 6.066
H 1.549 3.391 7.626
H -0.767 3.620 6.709
H -1.137 3.927 4.297
```

Results
E_tot (eV): -36106.777
Energy above the lowest of the compared OMol25 structures with the same formula, charge and spin (kJ/mol): 266.1
Molecular weight (g/mol): 409.5
LUMO level (Ha): -0.0572
HOMO-LUMO gap (eV): 4.27